1.
Molecular formula: C4H13N3
Method: DFT, ωB97M-V/def2-TZVPD

```
20
Properties=species:S:1:pos:R:3:forces:R:3
N 1.451 -2.349 -0.683 -0.78 -0.30 0.15
C 1.068 -1.382 -1.692 0.57 -0.04 0.50
C -0.029 -0.448 -1.221 -0.26 -0.66 -0.16
N 0.407 0.344 -0.111 0.47 1.29 0.74
C -0.402 1.533 0.165 -0.40 -0.52 -0.81
C -0.660 1.768 1.642 -0.89 -0.19 -0.39
N -1.298 0.601 2.275 -0.01 -0.27 -0.29
H 1.800 -2.061 0.211 0.26 0.14 -0.18
H 1.689 -3.279 -0.970 0.15 0.11 0.02
H 1.926 -0.746 -1.946 -0.09 -0.05 -0.38
H 0.733 -1.957 -2.555 0.04 0.19 -0.14
H -0.938 -1.023 -1.001 -0.12 -0.17 0.08
H -0.304 0.213 -2.044 0.17 0.19 -0.02
H 0.574 -0.129 0.765 0.04 -0.55 -0.34
H -0.007 2.400 -0.369 0.27 0.18 0.30
H -1.385 1.365 -0.304 -0.13 0.10 0.17
H 0.214 2.031 2.208 0.58 0.24 0.08
H -1.382 2.580 1.677 0.22 0.38 0.26
H -1.158 -0.194 1.653 -0.08 -0.08 0.33
H -2.301 0.733 2.300 0.00 0.01 0.07
```
Forces are in eV/Å.

## Properties
HOMO level = -8.5248 eV
gap between HOMO and LUMO = 9.7 eV
energy relative to the best compared isomer or geometry (same formula, charge and spin) = 24.21 kcal/mol
structure (SMILES) = NCCNCCN



2.
Molecular formula: C14H29ClNSi
Method: DFT, ωB97M-V/def2-TZVPD

```
46
Properties=species:S:1:pos:R:3:forces:R:3
C -1.105 1.385 -1.735 -7.62 5.18 -2.47
C -2.138 2.320 -2.056 7.52 -7.48 2.36
Si -3.731 3.321 -2.621 0.03 -1.32 -0.59
C -4.795 2.148 -3.741 -0.05 -1.92 -0.05
C -5.818 1.217 -2.807 -0.59 0.14 -1.04
C -7.119 2.132 -2.328 0.76 -0.36 -1.36
Cl -7.397 1.736 -0.531 -0.17 0.59 -1.58
H -0.534 0.347 -1.609 -1.53 3.08 -0.38
H -4.568 3.726 -1.482 0.29 -0.05 0.27
H -3.353 4.496 -3.401 0.37 0.17 0.02
H -5.387 2.697 -4.589 1.12 -0.96 1.67
H -4.043 1.388 -4.249 -1.53 1.61 0.80
H -5.270 0.698 -1.907 -1.06 1.35 -1.69
H -6.244 0.341 -3.479 0.93 1.80 1.39
H -8.051 1.865 -3.015 1.87 0.44 1.94
H -6.916 3.280 -2.482 -0.33 -2.30 0.71
C 5.065 -0.390 3.251 0.33 -0.09 -0.04
C 4.032 0.604 2.728 0.04 -0.12 0.32
C 2.600 0.061 2.671 0.04 0.11 -0.55
N 2.204 -0.685 1.363 -0.36 0.39 0.35
C 0.825 -1.330 1.647 0.26 -0.03 -0.21
C 0.381 -2.282 0.545 -0.12 0.02 -0.08
C 1.427 -3.350 0.279 -0.05 -0.21 -0.12
C 2.756 -2.710 -0.079 -0.04 -0.08 -0.11
C 3.234 -1.760 1.011 -0.17 0.06 -0.12
C 2.071 0.338 0.230 0.04 -0.53 0.53
H 5.380 -1.103 2.488 0.02 -0.01 0.14
H 5.964 0.143 3.577 -0.16 -0.12 -0.04
H 4.681 -0.953 4.109 0.06 0.10 -0.08
H 4.363 1.022 1.773 -0.16 0.03 0.04
H 4.023 1.442 3.438 -0.23 -0.08 -0.25
H 1.889 0.889 2.768 -0.01 -0.27 -0.18
H 2.425 -0.629 3.506 0.05 0.02 -0.32
H 0.917 -1.883 2.591 0.14 0.21 -0.20
H 0.103 -0.518 1.785 0.28 -0.03 0.03
H -0.559 -2.760 0.845 0.11 0.27 0.07
H 0.163 -1.731 -0.378 0.00 -0.05 0.10
H 1.096 -4.005 -0.535 0.05 0.09 0.16
H 1.547 -3.981 1.168 -0.02 0.03 -0.05
H 2.674 -2.185 -1.036 0.04 -0.03 0.06
H 3.510 -3.495 -0.223 0.01 0.31 0.11
H 4.144 -1.252 0.678 -0.19 0.04 0.29
H 3.435 -2.322 1.931 -0.05 0.24 -0.10
H 3.044 0.802 0.054 -0.18 -0.11 0.08
H 1.337 1.092 0.529 0.16 -0.19 -0.04
H 1.737 -0.165 -0.679 0.11 0.06 0.23
```
Forces are in eV/Å.

## Properties
charge = +1
HOMO level = -11.9469 eV
gap between HOMO and LUMO = 9.7 eV